1.
Below is a cluster of 11 separate species, C23H68NO23S in total at a distorted geometry, with properties calculated with ωB97M-V with the def2-TZVPD basis set.

* maximum force: 0.246 hartree/bohr
* LUMO level: 1.25 eV
* charge: -1
* frontier orbital gap: 7.466 eV
* HOMO level: -6.218 eV

```
116
C23H68NO23S (ωB97M-V with the def2-TZVPD basis set)
C 1.5003 2.0552 4.0192
N 2.2179 2.3419 2.7393
C 1.6417 3.4651 1.9924
C 3.5329 2.8070 3.2022
C 2.2552 1.1899 1.7953
C 3.0071 -0.1429 2.3432
O 3.1429 -1.1081 1.3135
H 0.4130 1.7775 3.8247
H 1.3318 2.8867 4.8917
H 1.8915 1.1973 4.5387
H 1.1665 4.0698 2.5919
H 0.9044 3.0853 1.4277
H 2.2161 3.9356 1.3001
H 3.9287 2.1495 3.8432
H 3.5053 3.8298 3.6018
H 4.1092 2.8515 2.3447
H 2.7791 1.3793 0.8570
H 1.2986 1.1317 1.6846
H 2.6489 -0.4481 3.2064
H 4.2330 0.2131 2.3294
H 2.2626 -1.2102 0.8391
S -0.2818 -0.5354 -0.4065
O 0.5690 0.4575 -0.8692
O -0.7296 -1.4350 -1.4211
O 0.5066 -1.3224 0.5654
O -1.5273 -0.0087 0.2195
C -2.6183 -3.8053 -2.6042
C -1.2294 -4.4311 -2.5079
O -0.3159 -3.4234 -2.8931
O -2.7554 -2.8364 -1.4696
H -3.2897 -4.3862 -2.5386
H -2.9779 -3.4076 -3.4727
H -1.0417 -5.3129 -3.1820
H -1.0664 -4.8031 -1.2879
H -0.4655 -2.7048 -2.2613
H -1.8853 -2.1941 -1.5008
C 1.9583 -4.4717 -0.1094
C 3.1639 -4.5928 0.8491
O 4.2793 -4.5580 0.1145
O 0.8514 -4.0365 0.6530
H 1.8146 -5.5319 -0.6285
H 2.3305 -3.6731 -0.9430
H 3.0252 -5.4149 1.4438
H 3.2279 -3.6895 1.5714
H 5.1680 -4.7226 0.7600
H 0.7647 -3.0200 0.3294
C -3.4539 3.9042 1.3285
C -1.9899 3.4948 1.2277
O -1.7397 2.2461 1.9818
O -3.6551 4.9573 0.3339
H -3.9140 4.1916 2.2653
H -4.0558 3.1295 0.9380
H -1.4694 4.3699 1.5802
H -1.7152 3.4651 0.2618
H -1.7391 1.5140 1.2415
H -4.5679 5.1710 0.3678
C -4.5112 -2.5334 2.9454
C -3.7710 -1.7500 1.7549
O -3.2847 -0.5194 2.1636
O -5.1237 -3.6906 2.4747
H -5.1558 -1.5643 3.3846
H -3.9032 -2.7856 3.7398
H -4.4560 -1.5600 1.0849
H -3.0328 -2.2389 1.3334
H -2.7692 -0.2191 1.4235
H -4.3500 -4.0918 2.2094
C -3.8180 0.9966 -2.3730
C -5.0953 1.6907 -2.7828
O -4.9663 2.0504 -4.1865
O -3.9403 0.6679 -0.9025
H -3.1263 1.7442 -2.4040
H -3.5880 0.1121 -2.9098
H -5.0398 2.5813 -2.2932
H -5.7958 0.9132 -2.5229
H -5.5594 2.8621 -4.4138
H -3.0477 0.7461 -0.6969
C 4.6040 -1.3272 -1.6287
C 3.1998 -0.8911 -2.1273
O 2.9840 0.4742 -1.7343
O 4.6879 -2.6068 -2.0522
H 4.8466 -1.2633 -0.5313
H 5.4710 -0.6002 -2.1237
H 2.3533 -1.2800 -1.6507
H 3.1140 -1.1003 -3.2203
H 2.0565 0.7083 -1.5137
H 4.4347 -3.2240 -1.4401
C 0.1218 0.5079 -5.6521
C 0.0415 -0.0478 -4.2252
O -1.1503 -0.7712 -4.0954
O 1.1840 1.4040 -5.7745
H -0.6815 0.8894 -5.9839
H 0.1022 -0.3547 -6.4763
H 0.1290 0.8500 -3.6220
H 0.7875 -0.6523 -4.0702
H -1.1652 -1.1498 -3.2109
H 0.8179 2.3584 -5.8859
C -0.1812 -2.1215 5.1216
C -0.2235 -1.5036 3.6792
O 0.6252 -2.3344 2.9671
O -0.9399 -1.3455 5.9730
H 0.8296 -2.2344 5.5763
H -0.5926 -3.0323 5.2637
H 0.1917 -0.4208 3.4872
H -1.0428 -1.8592 3.0750
H 0.5208 -1.8472 2.0231
H -0.3617 -0.6447 6.2628
C 1.8384 5.0288 -1.8920
C 1.7014 3.5161 -1.8821
O 0.4482 3.0827 -1.5759
O 3.1612 5.2874 -2.2002
H 1.5590 5.5066 -0.8927
H 1.1840 5.5644 -2.5722
H 2.4554 2.9706 -1.3429
H 1.9962 3.3314 -2.9271
H 0.5055 2.2137 -1.4008
H 3.5584 5.4660 -1.3766
```

2.
Below is a cluster of 10 separate species, C22H50BF4O20 in total at a distorted geometry, with properties calculated with ωB97M-V with the def2-TZVPD basis set.

* maximum force: 0.172 hartree/bohr
* LUMO level: 5.05 eV
* charge: -3
* frontier orbital gap: 2.706 eV
* HOMO level: 2.341 eV

```
97
C22H50BF4O20 (ωB97M-V with the def2-TZVPD basis set)
C 13.4264 -10.2148 -19.8341
C 12.9483 -10.0988 -18.6093
C 12.7012 -8.7512 -17.9789
O 12.1953 -8.5966 -16.8148
C 12.7873 -7.6211 -18.6350
C 13.1999 -7.5850 -20.0837
C 13.5978 -8.9970 -20.7081
O 13.9753 -8.9709 -21.9167
O 13.1704 -6.6188 -20.8929
O 12.7344 -11.2298 -17.9845
H 13.8371 -11.1311 -20.2319
H 12.3525 -6.6907 -18.3010
B 13.1528 -15.5362 -17.5651
F 14.4121 -16.1639 -17.5165
F 12.4516 -16.1269 -18.5905
F 12.4448 -15.8314 -16.3078
F 13.1888 -14.1449 -17.6828
C 9.6879 -14.0837 -16.0659
C 8.9436 -13.8549 -14.7920
O 9.2529 -12.7123 -14.0152
O 11.0394 -13.5267 -16.1526
H 9.0255 -13.7784 -16.8759
H 9.8092 -15.1338 -16.3318
H 9.3212 -14.7240 -14.2533
H 7.8926 -14.0883 -14.9620
H 8.5025 -12.5153 -13.4498
H 11.4927 -14.3053 -16.4841
C 13.1506 -20.1789 -17.4736
C 11.9885 -20.3931 -16.6447
O 11.8243 -19.1829 -15.8720
O 12.9191 -19.3150 -18.5039
H 13.3989 -21.1689 -17.8561
H 14.0399 -19.8130 -16.9605
H 11.9995 -21.2430 -15.9622
H 11.0406 -20.5816 -17.1486
H 11.3405 -18.6489 -16.5063
H 13.1090 -18.4106 -18.2439
C 14.4230 -17.6497 -13.7935
C 14.0024 -16.2017 -13.5741
O 14.6774 -15.4196 -14.5298
O 14.1858 -17.9022 -15.1348
H 13.9218 -18.4312 -13.2225
H 15.4744 -17.8263 -13.5666
H 14.3271 -15.9313 -12.5693
H 12.9442 -16.0736 -13.8021
H 14.5437 -15.9366 -15.3276
H 13.2946 -18.2012 -15.3297
C 10.0747 -18.6794 -21.9398
C 10.0543 -17.3203 -21.3331
O 10.1823 -16.3898 -22.4192
O 11.3812 -18.9969 -22.4635
H 9.3683 -18.5852 -22.7645
H 9.8044 -19.5034 -21.2794
H 10.8033 -17.1921 -20.5517
H 9.0465 -17.2267 -20.9287
H 9.7390 -15.5940 -22.1162
H 11.3009 -19.8819 -22.8267
C 15.2735 -10.6119 -14.3497
C 15.2732 -11.7892 -15.2641
O 14.0078 -12.5384 -15.1511
O 14.2618 -9.6431 -14.5903
H 16.2972 -10.2684 -14.2009
H 15.0254 -10.9288 -13.3367
H 16.0799 -12.4206 -14.8918
H 15.3008 -11.6093 -16.3388
H 14.3198 -13.4383 -15.0311
H 14.6694 -8.8833 -15.0123
C 13.5510 -13.9587 -20.9189
C 15.0611 -14.3451 -20.9708
O 15.4322 -14.9499 -22.2543
O 12.5890 -15.1194 -20.9835
H 13.3073 -13.3523 -21.7912
H 13.4267 -13.2871 -20.0695
H 15.2791 -15.1873 -20.3141
H 15.6163 -13.4664 -20.6425
H 16.3752 -14.8479 -22.4020
H 12.3755 -15.4142 -20.0952
C 18.3242 -17.2710 -15.7214
C 17.4393 -18.0668 -16.8084
O 16.3890 -18.7740 -16.1840
O 17.6080 -16.5878 -14.6968
H 19.0321 -16.7263 -16.3461
H 18.7547 -18.1130 -15.1793
H 18.0330 -18.5716 -17.5706
H 16.9624 -17.3517 -17.4787
H 15.7554 -18.1968 -15.7515
H 17.5295 -17.2625 -14.0184
C 18.1328 -14.1943 -17.4596
C 18.4372 -12.8449 -16.7367
O 19.4868 -12.1579 -17.5585
O 17.2220 -14.0500 -18.5096
H 17.8629 -15.0846 -16.8916
H 19.0236 -14.6098 -17.9306
H 18.8102 -13.2237 -15.7851
H 17.4755 -12.3362 -16.6705
H 20.3098 -12.2150 -17.0677
H 16.3555 -14.4030 -18.2950
```

3.
Below is the molecule C18H28N2O5S, with properties calculated with ωB97M-V with the def2-TZVPD basis set.

* maximum force: 0.018 hartree/bohr
* LUMO level: 0.55 eV
* SMILES: CCOc1ccc(CNC(=O)C2CCN(S(=O)(=O)CC)CC2)cc1OC
* frontier orbital gap: 8.818 eV
* HOMO level: -8.269 eV

```
54
C18H28N2O5S (ωB97M-V with the def2-TZVPD basis set)
C 0.8445 -6.6512 2.1468
C 2.0088 -6.1306 1.3119
H 2.7607 -6.9146 1.1840
H 2.4725 -5.2688 1.7993
O 1.6270 -5.8195 -0.0175
C 0.6951 -4.8601 -0.2798
C -0.0143 -5.0499 -1.4613
C -0.9591 -4.1433 -1.9029
C -1.2357 -3.0208 -1.1437
C -0.5322 -2.8133 0.0368
C 0.4391 -3.6988 0.4790
O 1.1704 -3.4909 1.6197
C 0.8818 -2.3647 2.4123
H 1.5542 -2.4323 3.2664
H -0.1540 -2.3725 2.7650
H 1.0755 -1.4315 1.8740
H -0.7565 -1.9256 0.6060
C -2.2329 -1.9801 -1.5819
N -1.5648 -0.7290 -1.8983
C -1.5122 0.3000 -1.0299
O -2.1271 0.3196 0.0184
C -0.6166 1.4618 -1.4527
C 0.5472 1.5331 -0.4532
C 1.3825 2.7960 -0.6666
N 0.5770 3.9852 -0.7197
S 0.5732 5.1053 0.4916
O 1.7852 4.9163 1.2350
O 0.3243 6.3781 -0.1226
C -0.8456 4.8194 1.6106
C -0.6622 3.5818 2.4555
H -1.2822 3.6296 3.3484
H -0.9356 2.6836 1.9079
H 0.3806 3.5145 2.7585
H -1.7375 4.7998 0.9924
H -0.8492 5.7243 2.2125
C -0.5143 3.9632 -1.6547
C -1.4286 2.7617 -1.4148
H -2.2080 2.7332 -2.1784
H -1.9123 2.8350 -0.4397
H -0.1058 3.9151 -2.6726
H -1.0475 4.9080 -1.5459
H 1.9362 2.7126 -1.6112
H 2.0968 2.9391 0.1441
H 0.1348 1.5233 0.5561
H 1.1868 0.6548 -0.5660
H -0.2253 1.3045 -2.4626
H -0.9509 -0.7369 -2.6974
H -2.9328 -1.7547 -0.7730
H -2.7874 -2.3199 -2.4599
H -1.4874 -4.3237 -2.8268
H 0.2071 -5.9381 -2.0315
H 0.3661 -7.4875 1.6418
H 0.1058 -5.8684 2.3001
H 1.2087 -6.9831 3.1151
```

4.
Below is the molecule C2H4Cl2N2 at a distorted geometry, with properties calculated with ωB97M-V with the def2-TZVPD basis set.

* maximum force: 0.090 hartree/bohr
* LUMO level: -0.11 eV
* SMILES: ClC/N=N/CCl
* frontier orbital gap: 10.339 eV
* HOMO level: -10.449 eV

```
10
C2H4Cl2N2 (ωB97M-V with the def2-TZVPD basis set)
C -1.4562 -0.8706 -0.0069
C 1.5915 0.8511 0.0631
N -0.4898 0.0402 0.4323
N 0.5026 0.0228 -0.3542
Cl -2.9309 0.2458 -0.1969
Cl 2.9804 -0.1503 -0.1549
H -1.5840 -1.4758 -0.8644
H -1.7089 -1.6406 0.7658
H 1.5521 1.2943 1.0030
H 1.5433 1.6830 -0.6867
```

5.
Below is the molecule C33H34N2O3 at a distorted geometry, with properties calculated with ωB97M-V with the def2-TZVPD basis set.

* maximum force: 0.091 hartree/bohr
* LUMO level: -0.61 eV
* SMILES: COc1ccc([C@H](c2cc(-c3ccccc3)c([O-])c(-c3ccccc3)c2)[N@H+]2CCC[C@H]2C(=O)N(C)C)cc1
* frontier orbital gap: 5.289 eV
* HOMO level: -5.898 eV

```
72
C33H34N2O3 (ωB97M-V with the def2-TZVPD basis set)
C 6.9855 -0.5094 2.1919
O 6.1588 -1.5263 1.5808
C 4.8866 -1.6952 1.9939
C 4.1188 -2.6991 1.3534
C 2.7918 -2.8754 1.7328
C 2.1871 -2.1551 2.7668
C 0.7131 -2.4240 3.2203
C -0.2140 -1.3048 2.6400
C -1.5330 -1.6629 2.3496
C -2.5098 -0.7775 1.9073
C -3.9171 -1.2116 1.7919
C -4.3889 -2.3235 2.5407
C -5.7313 -2.7163 2.5212
C -6.6523 -2.0133 1.7253
C -6.2165 -0.9155 0.9629
C -4.8703 -0.5467 0.9883
C -2.0912 0.5788 1.4982
O -2.8486 1.3066 0.8195
C -0.7152 0.9778 1.8414
C -0.2988 2.3875 1.6882
C 0.8422 2.8699 2.3808
C 1.2794 4.1995 2.3099
C 0.5599 5.1227 1.5296
C -0.5798 4.6930 0.8131
C -0.9839 3.3495 0.8947
C 0.1860 -0.0170 2.2380
C 2.9246 -1.0776 3.2784
C 4.2792 -0.8881 2.9742
H 7.9529 -0.6050 1.6727
H 6.5604 0.5061 2.0125
H 7.1294 -0.6863 3.2857
H 4.5880 -3.2906 0.5570
H 2.2566 -3.7036 1.2842
H 0.3354 -3.3990 2.8171
H -1.8012 -2.7061 2.5088
H -3.6975 -2.8715 3.1783
H -6.0575 -3.5717 3.1224
H -7.7059 -2.3210 1.6985
H -6.9230 -0.3492 0.3471
H -4.5545 0.3052 0.4011
H 1.3890 2.1801 3.0155
H 2.1751 4.5091 2.8678
H 0.8887 6.1731 1.4880
H -1.1415 5.4205 0.1988
H -1.8702 3.0569 0.3392
H 1.2282 0.2844 2.2527
H 2.4896 -0.4559 4.0696
H 4.8367 -0.0822 3.4562
C 3.7975 -6.3829 3.8293
N 3.4074 -5.2251 4.6222
C 4.2686 -5.0194 5.7817
C 2.1301 -4.7789 4.4887
C 1.6888 -3.5976 5.3280
C 1.2706 -4.0980 6.7146
C -0.1293 -3.6017 6.9861
C -0.5220 -2.6830 5.8305
N 0.6327 -2.6662 4.7498
O 1.3680 -5.2900 3.6527
H 3.2571 -6.3922 2.8741
H 4.8862 -6.3702 3.6402
H 3.5794 -7.3204 4.3802
H 4.1609 -4.0142 6.2054
H 4.0596 -5.7703 6.5689
H 5.3181 -5.1669 5.4677
H 2.5545 -2.9513 5.4169
H 1.3399 -5.1970 6.8309
H 1.9768 -3.6734 7.4398
H -0.8322 -4.4270 7.1171
H -0.1964 -3.0670 7.9389
H -1.5364 -2.8147 5.4667
H -0.4808 -1.6431 6.1913
H 1.0438 -1.7123 5.1325
```

6.
Below is a structure of composition C58H63FMnN8O5 at a distorted geometry, with properties calculated with ωB97M-V with the def2-TZVPD basis set.

* spin multiplicity: 2
* maximum force: 0.041 hartree/bohr
* LUMO level (alpha / beta): -1.74 / -1.74 eV
* frontier orbital gap (alpha / beta): 4.557 / 4.267 eV
* HOMO level (alpha / beta): -6.299 / -6.008 eV

```
136
C58H63FMnN8O5 (ωB97M-V with the def2-TZVPD basis set)
Mn -0.6196 -2.3877 -0.2107
C -3.2618 -4.9857 1.8331
C -3.7371 -3.5618 1.8980
C -4.4134 -3.1050 3.0292
C -4.8620 -1.7974 3.1302
C -4.6642 -0.9341 2.0617
C -3.9847 -1.3521 0.9203
C -3.8297 -0.4070 -0.2441
C -3.4774 -2.6621 0.8503
N -2.6063 -3.0285 -0.2110
C -2.8903 -4.0472 -1.0207
O -3.9681 -4.6293 -1.1987
C -1.6789 -4.4885 -1.8244
C -1.7685 -5.4685 -2.7900
C -0.6173 -5.8336 -3.4762
C 0.5812 -5.2182 -3.1507
C 0.5861 -4.2441 -2.1671
N -0.5275 -3.8787 -1.5398
C 1.8729 -3.5700 -1.7451
O 2.9248 -3.9115 -2.3191
N 1.6959 -2.6964 -0.7566
C 2.8258 -1.9753 -0.3016
C 3.2874 -2.1350 1.0267
C 2.8430 -3.3173 1.8393
C 4.2383 -1.2547 1.5365
C 4.7943 -0.2533 0.7467
C 4.4354 -0.1826 -0.5887
C 3.4768 -1.0382 -1.1319
C 3.2065 -0.9811 -2.6121
H -3.4913 -5.5034 2.7655
H -2.1811 -5.0211 1.6791
H -3.7408 -5.5099 1.0036
H -4.5722 -3.7950 3.8534
H -5.3640 -1.4564 4.0303
H -5.0464 0.0842 2.1056
H -3.9696 0.6307 0.0806
H -4.5799 -0.6223 -1.0133
H -2.8535 -0.5073 -0.7067
H -2.7380 -5.9139 -2.9711
H -0.6542 -6.5949 -4.2483
H 1.5255 -5.4669 -3.6152
H 3.3137 -4.2230 1.4416
H 1.7753 -3.4769 1.7705
H 3.1346 -3.2124 2.8891
H 4.5739 -1.3830 2.5642
H 5.5348 0.4268 1.1567
H 4.9123 0.5497 -1.2373
H 3.5143 -0.0164 -3.0297
H 2.1548 -1.1564 -2.8416
H 3.7594 -1.7807 -3.1071
C 1.8996 4.0645 -3.5383
C 1.9288 3.7735 -2.0381
C 3.3733 3.9316 -1.5387
C 1.0253 4.7862 -1.3140
C 1.4157 2.3725 -1.7207
C 1.6113 1.8152 -0.4644
C 1.0924 0.5642 -0.1890
N 0.3581 -0.1393 -1.0449
C 0.1839 0.3720 -2.2566
C 0.6949 1.6101 -2.6298
C -0.6189 -0.4493 -3.2030
C -0.4307 -0.3850 -4.5750
C -1.2226 -1.1499 -5.4235
C -2.2261 -1.9014 -4.8204
C -2.3239 -1.9248 -3.4387
N -1.5079 -1.2484 -2.6365
C -1.0261 -1.1322 -6.9341
C -1.8793 0.0034 -7.5204
C 0.4473 -0.8954 -7.2916
C -1.4649 -2.4634 -7.5610
H 2.2981 5.0657 -3.7235
H 0.8836 4.0359 -3.9401
H 2.5165 3.3484 -4.0886
H 3.7967 4.8692 -1.9123
H 3.9983 3.1072 -1.8937
H 3.4316 3.9477 -0.4467
H 1.4281 5.8020 -1.4166
H 0.9538 4.5379 -0.2488
H 0.0135 4.7688 -1.7297
H 2.1753 2.3284 0.3089
H 1.2975 0.0943 0.7674
H 0.5108 1.9694 -3.6351
H 0.3682 0.2329 -4.9665
H -2.9266 -2.4822 -5.4065
H -3.0929 -2.5207 -2.9529
H -1.5660 0.9737 -7.1222
H -2.9364 -0.1404 -7.2774
H -1.7773 0.0269 -8.6110
H 0.7901 0.0971 -6.9877
H 0.5761 -0.9703 -8.3740
H 1.0899 -1.6427 -6.8161
H -2.5500 -2.5860 -7.5434
H -1.0119 -3.3117 -7.0410
H -1.1490 -2.4939 -8.6067
F -1.5491 3.8966 1.6642
C -1.0104 2.9095 2.4200
C -1.1507 1.6281 1.9882
C -0.7016 0.5808 2.7717
C -0.7515 -0.7882 2.2573
O -1.0761 -0.9749 1.1121
C -0.4280 -1.8222 3.1836
C -0.0154 -1.4859 4.4198
N 0.1644 -0.2013 4.8605
C 0.5883 0.0406 6.2175
C 1.9816 0.5574 6.4656
C 1.6142 -0.8479 6.8368
C -0.1840 0.8538 4.0415
C 0.0011 2.1864 4.4388
C -0.3575 3.2300 3.6171
N -0.1251 4.5879 3.9793
C 0.3319 5.5032 2.9171
C 0.0683 6.9638 3.4044
N -0.7348 6.8366 4.6646
C 0.1328 6.2598 5.7397
C 0.6454 4.8909 5.1862
C -0.5452 -3.2953 2.8208
O -0.7055 -4.0713 3.7675
O -0.4077 -3.5512 1.5943
H -1.6167 1.4102 1.0293
H 0.1979 -2.2696 5.1367
H -0.1985 0.4137 6.8599
H 2.1325 1.2884 7.2519
H 2.6145 0.6865 5.5945
H 1.4858 -1.0923 7.8819
H 2.0270 -1.6490 6.2362
H 0.4493 2.3708 5.4019
H -0.2045 5.3177 1.9991
H 1.3990 5.3677 2.7181
H -0.4986 7.5412 2.6817
H 0.9887 7.4916 3.6338
H -1.3421 6.0290 4.4471
H -1.2469 7.6672 4.9330
H -0.4732 6.1441 6.6342
H 0.9513 6.9418 5.9467
H 0.5210 4.1303 5.9437
H 1.7108 4.9553 4.9512
```

These records have energy values of -3100.00664 -2797.21823 -1586.58617 -1108.42095 -1613.00084 -4313.08710 Ha, in the order they appear.